This record from the Open Molecules 2025 dataset describes C19H12Cl4F3GeINO8Zr as an isolated structure. The level of theory is ωB97M-V with the def2-TZVPD basis set.

Last column: Mulliken spin population.
CARTESIAN COORDINATES (ANGSTROEM)
I1 1.31597 3.29158 2.19514  0.05
Zr1 0.37804 -1.18192 1.16800  -0.01
Ge1 -2.91851 -1.14892 2.33476  0.00
Cl1 -0.97582 0.15519 3.13743  0.00
Cl2 -3.90126 5.19956 1.16424  0.06
Cl3 -3.78334 -1.54166 4.32029  0.00
Cl4 -1.33576 -2.87600 2.36176  0.00
F1 3.49694 0.56355 4.29283  0.00
F2 4.76346 -0.60960 2.98102  0.00
F3 3.77615 -1.55417 4.65910  0.00
O1 1.55433 -1.72702 3.15385  0.00
O2 1.41968 -2.83191 0.66114  0.00
O3 -0.03029 0.96597 0.56583  0.25
O4 -0.83296 -1.69339 -0.30800  0.00
O5 1.62907 -0.46998 -0.76354  0.00
O6 2.32685 -0.23888 1.74506  0.00
O7 -1.89384 -2.14902 -2.21259  0.00
O8 1.01840 -4.60363 -0.64684  0.00
N1 -2.30162 0.78392 -0.90287  0.00
C1 3.64253 -0.63845 3.70944  0.00
C2 -0.52789 3.13111 1.30882  0.22
C3 -0.87459 -1.93480 -1.61053  0.00
C4 -4.33808 2.64861 -0.52291  0.06
C5 -3.08821 2.83670 0.08888  -0.01
C6 2.61322 -1.42460 -1.25674  0.00
C7 -3.48217 0.62547 -1.47065  0.02
C8 2.01474 0.11581 -2.97685  0.00
C9 -2.11586 1.84689 -0.11872  0.11
C10 0.91300 -0.31878 -2.02116  0.00
C11 -2.74271 3.96894 0.89601  0.26
C12 3.22343 -0.69066 -2.44510  0.00
C13 -4.53696 1.53041 -1.29364  -0.02
C14 0.47484 -1.77109 -2.29319  0.00
C15 2.42068 -0.91025 2.81362  0.00
C16 -1.48759 4.11333 1.46408  -0.08
C17 1.33500 -3.45401 -0.51445  0.00
C18 -0.82066 1.92376 0.57331  0.08
C19 1.69488 -2.56569 -1.70253  0.00
H1 3.29587 -1.67227 -0.45131  0.00
H2 -5.12488 3.37594 -0.37979  0.01
H3 4.02759 -0.03466 -2.11800  0.00
H4 2.13748 -3.20315 -2.46522  0.00
H5 0.33561 -1.97151 -3.35242  0.00
H6 -3.59410 -0.26111 -2.08484  0.00
H7 -5.48964 1.34699 -1.77020  0.00
H8 -1.27529 4.99533 2.05138  0.00
H9 2.18736 1.18784 -2.89653  0.00
H10 3.62798 -1.39066 -3.17480  0.00
H11 0.08979 0.37519 -1.88250  0.00
H12 1.75915 -0.11427 -4.01003  0.00

Spin multiplicity: 2
HOMO level (alpha / beta): -9.23 / -9.32 eV
<S²>: 0.781
Relative energy (zero: lowest compared OMol25 entry of this formula, charge and spin): 0.0 kcal per mole
Frontier orbital gap (alpha / beta): 0.2931 / 0.2134 Ha
F_max: 0.94 eV/Å